No. 1
C12H9ErF9I2O5SSc as an isolated structure, computed with ωB97M-V with the def2-TZVPD basis set.

Each line ends with the Löwdin spin population.
Positions of all 40 atoms, in Å:
I (3.4522, -1.4299, -0.6074)  -0.01
I (3.4851, 1.3133, -0.6221)  0.00
Sc (-0.2679, 1.4710, 0.3805)  0.00
Er (-0.0998, -1.4623, 0.4160)  3.03
S (0.1844, 0.0923, -1.5676)  -0.01
C (-1.8603, -2.8698, -1.0847)  0.00
C (-1.4263, -2.9503, 1.8523)  0.00
C (-0.8030, -0.0413, -3.1969)  0.00
C (-0.2750, 1.2253, -3.8670)  0.00
C (-2.3081, -0.0498, -3.0374)  0.00
C (-0.2699, -1.3124, -3.8462)  0.00
C (-1.3630, 2.7550, 1.7408)  0.00
C (-1.8147, 2.7036, -1.0770)  0.00
O (-1.7699, -3.6886, 2.6228)  0.00
O (-2.4741, -3.6215, -1.8084)  0.00
O (-1.7349, 3.4805, 2.5461)  0.00
O (-2.4107, 3.4341, -1.7408)  0.00
H (-0.6423, 1.2535, -4.9027)  0.00
H (0.8312, 1.2143, -3.8576)  0.00
H (-0.6089, 2.1260, -3.3217)  0.00
H (-2.7363, -0.0523, -4.0623)  0.00
H (-2.6714, 0.8412, -2.5069)  0.00
H (-2.6688, -0.9465, -2.5103)  0.00
H (-0.6367, -1.3534, -4.8872)  0.00
H (-0.6015, -2.2197, -3.3130)  0.00
H (0.8331, -1.3090, -3.8475)  0.00
F (2.1843, -2.2402, 2.9673)  0.00
C (2.5260, -0.9827, 3.3274)  0.00
F (2.5754, -0.9410, 4.6972)  0.00
F (3.7332, -0.7156, 2.8634)  0.00
C (1.4088, 0.0713, 2.7799)  0.00
O (1.0731, 0.0036, 1.4338)  -0.01
C (0.0792, -0.2298, 3.5821)  0.00
F (0.0484, 0.2382, 4.8453)  0.00
F (-1.0217, 0.3397, 2.9066)  0.00
F (-0.1688, -1.5847, 3.6141)  0.00
C (1.9639, 1.5092, 3.1895)  0.00
F (2.0775, 1.6808, 4.5301)  0.00
F (3.1290, 1.7932, 2.6291)  0.00
F (1.0490, 2.4551, 2.7406)  0.00

Forces on atoms 1 to 2 (eV/Å):
I -0.4 0.6 0.1
I -0.1 -0.6 -0.1

Expectation value of S²: 3.7533
Net charge: +4
Multiplicity: 4
HOMO energy (spin up / spin down), Eh: -0.7909 / -0.7910
Gap between HOMO and LUMO (spin up / spin down), eV: 4.71 / 4.78


No. 2
C2H3FO2S in the gas phase, computed with ωB97M-V with the def2-TZVPD basis set.

Each line ends with the natural charge from an NBO analysis.
Positions of all 9 atoms, in Å:
C (0.6687, -0.4750, 0.6007)  -0.69
C (0.3296, 0.6816, -0.5591)  -0.03
O (-1.4741, -1.2846, -0.8432)  -0.90
O (-2.0232, 0.3685, 0.9180)  -0.86
F (0.5126, 2.0360, -0.3898)  -0.32
S (-1.0426, -0.2537, 0.0891)  2.10
H (1.1966, -1.2808, 0.0782)  0.25
H (1.0897, -0.2263, 1.5389)  0.26
H (0.7427, 0.4343, -1.4328)  0.19

Forces on atoms 1 to 2 (eV/Å):
C -0.9 0.9 -2.2
C -1.1 1.0 4.2

SMILES: O=S1(=O)C[C@@H]1F
Net charge: 0
HOMO energy, Eh: -0.4009
Gap between HOMO and LUMO, eV: 11.37


No. 3
A 2-piece molecular cluster, C3H7O2P overall, computed with ωB97M-V with the def2-TZVPD basis set.

Each line ends with the natural charge from an NBO analysis.
Positions of all 13 atoms, in Å:
C (-0.5481, -0.2378, 0.5977)  0.08
C (-1.6390, 0.2356, -0.2452)  0.31
C (1.3156, -0.8572, -0.3717)  -0.71
O (-0.8907, 1.1364, 0.4036)  -0.47
O (-2.8970, 0.0328, 0.2664)  -0.70
P (2.2357, 0.5605, 0.3087)  0.28
H (-0.5835, -0.7963, 1.5292)  0.20
H (-1.7263, 0.1163, -1.3501)  0.18
H (1.1842, -0.7221, -1.4103)  0.20
H (1.6143, -1.9105, -0.0470)  0.23
H (-2.8585, 0.0976, 1.2445)  0.47
H (1.4769, 1.4711, -0.4956)  -0.02
H (3.3163, 0.8736, -0.4302)  -0.05

Forces on atoms 1 to 2 (eV/Å):
C 3.3 -0.9 -3.1
C -1.4 -3.1 -0.8

Net charge: 0
HOMO energy, Eh: -0.3287
Gap between HOMO and LUMO, eV: 9.72


No. 4
C30H24Cl3F3GeIrN8O2S2 as an isolated structure, computed with ωB97M-V with the def2-TZVPD basis set.

Each line ends with the Mulliken charge.
Positions of all 74 atoms, in Å:
Ir (-0.1488, 2.8722, 0.6589)  1.72
C (1.3067, -10.5032, -2.7536)  -0.85
O (0.5476, -9.9961, -1.6639)  -0.46
C (0.5195, -8.6624, -1.4788)  1.01
C (-0.2400, -8.2191, -0.3935)  -0.89
C (-0.3313, -6.8725, -0.1216)  -0.41
C (0.3289, -5.9343, -0.9196)  0.30
C (1.0814, -6.3868, -1.9990)  -0.82
C (1.1822, -7.7381, -2.2837)  -0.46
C (0.2535, -4.4991, -0.6610)  0.29
N (0.8039, -3.5618, -1.4042)  -0.88
C (0.4782, -2.3826, -0.7988)  0.85
C (-0.2814, -2.5972, 0.3339)  -0.12
N (-0.4152, -3.9609, 0.4091)  -0.12
C (-0.7583, -1.5541, 1.1791)  0.83
C (-1.4788, -1.7192, 2.3723)  -0.97
C (-1.8085, -0.6075, 3.1037)  -1.31
C (-1.4644, 0.6587, 2.6261)  -0.41
N (-0.8374, 0.8494, 1.4744)  0.81
C (-0.4492, -0.2420, 0.7761)  -0.51
C (0.3564, -0.0110, -0.3926)  -0.64
N (0.6592, 1.2717, -0.6508)  -0.15
C (1.4427, 1.5889, -1.6642)  -0.37
C (1.9489, 0.6033, -2.5183)  -0.88
C (1.6448, -0.7183, -2.2873)  -0.77
C (0.8388, -1.0560, -1.1895)  0.91
H (1.1965, -11.5822, -2.7156)  0.25
H (2.3616, -10.2397, -2.6528)  0.35
H (0.9235, -10.1299, -3.7055)  0.35
H (-0.7472, -8.9554, 0.2146)  0.42
H (-0.9347, -6.5652, 0.7247)  0.26
H (1.5923, -5.6623, -2.6185)  0.46
H (1.7735, -8.0620, -3.1271)  0.41
H (-0.9043, -4.4860, 1.1121)  0.19
H (-1.7482, -2.7085, 2.7192)  0.48
H (-2.3445, -0.6796, 4.0391)  0.48
H (-1.7183, 1.5319, 3.2091)  0.46
H (1.6646, 2.6512, -1.7352)  0.58
H (2.5802, 0.8976, -3.3446)  0.49
H (2.0224, -1.5108, -2.9203)  0.61
F (2.0222, 6.6087, 3.5830)  -0.21
C (1.7617, 5.6752, 4.5043)  0.71
F (0.5329, 5.9248, 4.9822)  -0.23
F (2.6351, 5.8276, 5.5099)  -0.29
C (1.8298, 4.2946, 3.9162)  -0.23
C (2.6910, 3.3279, 4.3849)  -0.06
C (2.7149, 2.0527, 3.8157)  -1.10
C (1.8721, 1.7830, 2.7673)  0.00
N (1.0394, 2.7273, 2.3165)  0.04
C (0.9818, 3.9586, 2.8575)  0.71
S (-0.2604, 4.7996, 2.0007)  -0.38
H (3.3540, 3.5684, 5.2053)  0.55
H (3.3876, 1.2930, 4.1841)  0.43
H (1.8479, 0.8262, 2.2630)  0.40
O (1.2505, 3.8132, -0.0171)  -1.02
Cl (-3.5018, 4.8864, 0.2126)  -0.26
Ge (-2.5962, 3.1865, 1.1622)  0.53
Cl (-3.2565, 3.4341, 3.2187)  -0.29
Cl (-3.8606, 1.5201, 0.5236)  -0.34
C (-2.3093, 7.4859, -2.4037)  -0.98
C (-1.1727, 6.6684, -3.0190)  -0.60
C (-1.2080, 5.2509, -2.5481)  0.24
N (-0.7762, 4.8598, -1.4107)  -0.81
N (-0.9870, 3.5240, -1.1911)  1.15
C (-1.6239, 2.9124, -2.1678)  0.26
N (-2.0140, 1.6288, -2.1539)  -0.20
S (-1.9578, 3.9727, -3.4798)  -0.20
H (-2.2595, 8.5174, -2.7491)  0.37
H (-2.2344, 7.4778, -1.3170)  0.25
H (-3.2822, 7.0790, -2.6827)  0.31
H (-0.2042, 7.0781, -2.7306)  0.26
H (-1.2278, 6.6891, -4.1086)  0.38
H (-1.7492, 1.0388, -1.3846)  -0.11
H (-2.3362, 1.1881, -2.9962)  0.26

Forces on atoms 1 to 2 (eV/Å):
Ir 1.0 0.0 -0.7
C 0.0 0.0 0.0

Net charge: +1
HOMO energy, Eh: -0.3801
Gap between HOMO and LUMO, eV: 6.76


Number 1: calculated total energy -122597.4240 eV, F_max 9.92 eV Å⁻¹, molecular weight 902.27 g/mol. Number 2: calculated total energy -19767.1410 eV, F_max 4.46 eV Å⁻¹, molecular weight 110.11 g/mol. Number 3: calculated total energy -16603.4154 eV, F_max 4.56 eV Å⁻¹, molecular weight 106.06 g/mol. Number 4: calculated total energy -174259.9909 eV, F_max 1.22 eV Å⁻¹, molecular weight 1020.89 g/mol.